# C5H10N2O

The molecule C5H10N2O in a non-equilibrium geometry (the ωB97M-V functional and the def2-TZVPD basis, the OMol25 dataset).

The geometry in XYZ format:
```
18
Properties=species:S:1:pos:R:3:forces:R:3:lowdin_charge:R:1
N 1.99662 1.11793 -1.70992 -0.16 0.18 -0.77 0.12
C -1.12836 0.23209 -1.05924 0.67 0.33 3.06 -0.19
H 2.46952 0.52400 -2.39188 0.12 -0.18 0.25 0.05
C -0.62211 -1.44186 0.87872 0.01 0.08 0.32 -0.08
C 0.94078 0.49452 0.47623 0.30 0.23 -0.53 -0.35
H -1.67439 -1.71668 0.83623 -0.02 -0.02 0.09 0.07
H -2.77859 -0.48317 -1.79712 -0.01 0.06 0.12 0.09
H -0.07836 -2.05219 0.15951 0.10 -0.02 0.00 0.08
H 2.47815 1.31033 1.53008 -0.30 0.07 0.45 0.09
C 1.50246 0.56281 -0.72692 0.44 0.32 1.22 -0.17
H -1.03719 1.29965 -1.27624 0.09 -0.08 -0.16 0.11
H 1.10682 0.86816 2.51045 0.23 0.14 -0.35 0.09
H -0.23300 -1.64248 1.87736 -0.02 -0.20 0.04 0.08
C -0.45860 0.03079 0.55143 -1.43 -0.34 -3.43 -0.25
N 1.64314 0.75671 1.66108 0.35 -0.47 -0.27 0.09
H -0.62200 -0.36653 -1.82252 0.29 0.02 0.41 0.11
O -2.47423 -0.14072 -0.95066 -0.55 -0.22 -0.15 -0.08
H -1.03066 0.64663 1.25343 -0.10 0.09 -0.30 0.14
```
Forces are in eV/Å.

Its max |F| is 3.73 eV Å⁻¹. The calculation puts the total energy at -10372.4438 eV. The energy relative to the best compared isomer or geometry (same formula, charge and spin) comes out at 66.0 kcal/mol. Its gap between HOMO and LUMO is 8.1 eV. The SMILES is C[C@H](CO)C(N)=C=N. For the HOMO energy, the calculation gives -7.2823 eV.